#1
{"formula": "C2H4ClOP", "method": "wB97M-V/def2-TZVPD", "smiles": "CO/C=P/Cl", "orbital_gap_ev": 7.985, "total_charge": 0, "elements": ["C", "C", "O", "P", "Cl", "H", "H", "H", "H"], "coordinates": [[-2.008, -0.297, 0.250], [0.320, -0.481, 0.190], [-0.949, -0.772, -0.401], [-3.584, -0.650, -0.635], [-4.672, 0.519, 0.546], [-2.030, 0.243, 1.154], [0.177, -0.485, 1.293], [0.880, 0.468, 0.052], [0.996, -1.313, -0.262]]}

=====

#2
{"formula": "C2H4ClOP", "method": "wB97M-V/def2-TZVPD", "smiles": "O=CPCCl", "orbital_gap_ev": 10.070, "total_charge": 0, "elements": ["C", "C", "O", "P", "Cl", "H", "H", "H", "H"], "coordinates": [[1.115, -0.999, -0.410], [-1.050, 0.771, -0.114], [2.126, -1.666, -0.315], [1.043, 0.696, 0.369], [-1.801, 1.127, 1.438], [0.226, -1.364, -1.114], [-1.230, -0.168, -0.588], [-1.183, 1.466, -0.835], [0.754, 0.136, 1.569]]}

=====

#1 is the most stable structure; the next one sits 0.0076 hartree above it.